(1)
Below is C35H31CaCl5FN6O4P2 as an isolated structure at a distorted geometry, with properties calculated with ωB97M-V/def2-TZVPD.

Cartesian coordinates (Å):
1 Ca 0.620 0.472 0.206
2 N 5.648 -8.172 -3.068
3 C 5.036 -7.250 -2.756
4 C 4.262 -6.083 -2.361
5 C 2.895 -6.039 -2.614
6 C 2.164 -4.925 -2.233
7 C 2.790 -3.854 -1.606
8 C 4.158 -3.904 -1.359
9 C 4.896 -5.016 -1.732
10 C 2.013 -2.642 -1.187
11 C 1.308 -2.792 0.011
12 C 1.296 -3.967 0.820
13 C 0.583 -3.662 1.953
14 C 0.193 -2.303 1.807
15 N 0.599 -1.779 0.662
16 C 2.128 -1.542 -2.047
17 C 2.832 -1.554 -3.285
18 C 2.629 -0.327 -3.869
19 C 1.811 0.395 -2.964
20 N 1.495 -0.301 -1.884
21 H 2.413 -6.875 -3.105
22 H 1.099 -4.880 -2.424
23 H 4.637 -3.066 -0.866
24 H 5.959 -5.062 -1.537
25 H 1.771 -4.907 0.583
26 H 0.376 -4.304 2.796
27 H -0.359 -1.700 2.517
28 H 3.403 -2.379 -3.682
29 H 3.010 0.029 -4.814
30 H 1.452 1.412 -3.079
31 C -4.179 0.334 2.179
32 P -2.919 -0.454 1.100
33 C -3.055 -2.193 1.686
34 C -3.945 -0.584 -0.445
35 C -3.308 -1.445 -1.547
36 P -1.588 -0.913 -1.935
37 C -1.943 0.399 -3.170
38 C -1.081 -2.250 -3.080
39 H -5.114 -0.235 2.199
40 H -4.387 1.344 1.821
41 H -3.793 0.414 3.197
42 H -4.077 -2.573 1.583
43 H -2.763 -2.242 2.737
44 H -2.368 -2.839 1.136
45 H -4.113 0.430 -0.817
46 H -4.920 -0.994 -0.156
47 H -3.907 -1.428 -2.463
48 H -3.257 -2.485 -1.211
49 H -2.526 0.002 -4.008
50 H -1.002 0.801 -3.549
51 H -2.491 1.216 -2.702
52 H -1.850 -2.423 -3.839
53 H -0.911 -3.173 -2.518
54 H -0.143 -1.974 -3.569
55 N 3.230 0.479 2.378
56 C 3.390 -0.146 1.411
57 H 2.718 1.001 3.087
58 F -2.849 6.035 5.713
59 C -1.946 5.592 4.824
60 C -1.934 4.327 4.416
61 N -1.019 3.831 3.508
62 C -1.062 2.415 3.130
63 C 0.289 1.731 3.211
64 O 1.047 1.999 4.141
65 O 0.519 0.893 2.282
66 C -0.057 4.653 2.955
67 O 0.766 4.284 2.151
68 N -0.103 5.969 3.412
69 C -0.969 6.550 4.328
70 O -0.886 7.714 4.655
71 H -2.662 3.623 4.795
72 H -1.512 2.308 2.143
73 H -1.694 1.918 3.866
74 H 0.602 6.574 3.016
75 Cl -2.749 2.774 -0.505
76 C -1.140 3.498 -0.799
77 C -0.023 2.704 -0.646
78 C 1.165 3.398 -0.807
79 Cl 2.690 2.522 -0.481
80 C 1.279 4.748 -1.125
81 Cl 2.818 5.523 -1.301
82 C 0.112 5.490 -1.278
83 Cl 0.191 7.175 -1.651
84 C -1.120 4.861 -1.100
85 Cl -2.568 5.797 -1.243

For the lowest unoccupied orbital energy, the calculation gives 1.61 eV. The total charge is -1. For the highest occupied orbital energy, the calculation gives -5.26 eV.

=====

(2)
Below is one molecule with the formula C3H3NS at a distorted geometry, with properties calculated with ωB97M-V/def2-TZVPD.

Cartesian coordinates (Å):
1 N -0.808 -0.822 2.563
2 C -0.526 -0.747 1.449
3 C -0.154 -0.935 -0.019
4 C 0.818 0.159 -0.348
5 S 0.250 1.100 -1.519
6 H -1.087 -0.927 -0.542
7 H 0.240 -1.933 0.209
8 H 1.676 0.146 0.210

Its SMILES is N#CCC=S. For the lowest unoccupied orbital energy, the calculation gives -0.91 eV. The value obtained for the energy above the lowest of the compared OMol25 structures with the same formula, charge and spin is 17.8 kcal per mole. For the highest occupied orbital energy, the calculation gives -9.44 eV.

=====

(3)
Below is C23H50N14O24S2 as an isolated structure at a distorted geometry, with properties calculated with ωB97M-V/def2-TZVPD.

Cartesian coordinates (Å):
1 C 0.932 -0.854 1.875
2 C 1.740 -0.103 0.796
3 C 0.834 0.417 -0.336
4 C 0.386 1.861 -0.152
5 C -0.764 2.086 0.857
6 C -1.859 1.064 0.812
7 C -2.401 0.562 2.035
8 C -3.422 -0.343 2.064
9 S -4.116 -0.925 3.588
10 C -3.948 -0.822 0.833
11 N -4.931 -1.718 0.638
12 S -5.109 -1.872 -0.933
13 N -3.995 -0.838 -1.480
14 C -3.424 -0.333 -0.385
15 C -2.385 0.623 -0.365
16 H 0.058 -1.338 1.445
17 H 1.544 -1.631 2.313
18 H 0.632 -0.199 2.692
19 H 2.344 0.680 1.236
20 H 2.387 -0.855 0.351
21 H 1.416 0.384 -1.259
22 H 0.017 -0.285 -0.472
23 H 1.224 2.468 0.179
24 H 0.067 2.258 -1.115
25 H -1.230 3.039 0.594
26 H -0.385 2.234 1.864
27 H -1.990 0.941 2.957
28 H -3.081 -1.491 4.226
29 H -1.981 1.011 -1.290
30 C 0.476 4.215 -4.313
31 N 0.982 4.389 -2.923
32 O 2.093 3.975 -2.662
33 O 0.237 4.932 -2.133
34 H 1.239 3.717 -4.897
35 H -0.428 3.615 -4.252
36 H 0.263 5.198 -4.709
37 C -7.251 -0.520 5.133
38 N -8.207 -0.131 6.207
39 O -7.814 -0.164 7.354
40 O -9.323 0.193 5.857
41 H -6.306 -0.782 5.590
42 H -7.680 -1.367 4.606
43 H -7.140 0.332 4.470
44 C -7.397 -0.968 -3.879
45 N -6.137 -0.942 -4.663
46 O -6.062 -0.160 -5.593
47 O -5.257 -1.702 -4.316
48 H -8.088 -0.244 -4.295
49 H -7.793 -1.970 -3.951
50 H -7.142 -0.720 -2.855
51 C 5.787 3.097 0.785
52 N 4.872 2.018 1.247
53 O 4.875 0.971 0.635
54 O 4.178 2.260 2.215
55 H 6.335 2.734 -0.075
56 H 5.176 3.957 0.525
57 H 6.456 3.331 1.608
58 C 7.486 1.222 4.055
59 N 8.457 1.981 3.221
60 O 9.358 1.364 2.693
61 O 8.279 3.178 3.122
62 H 7.770 0.178 4.047
63 H 7.529 1.630 5.061
64 H 6.499 1.364 3.621
65 C 10.340 -2.695 3.192
66 N 9.178 -2.041 3.850
67 O 9.295 -1.696 5.007
68 O 8.181 -1.891 3.175
69 H 11.149 -2.758 3.910
70 H 10.018 -3.681 2.872
71 H 10.615 -2.081 2.340
72 C -2.861 0.570 -4.878
73 N -1.696 1.340 -5.397
74 O -0.768 0.721 -5.871
75 O -1.750 2.552 -5.307
76 H -2.671 -0.486 -5.019
77 H -2.964 0.808 -3.822
78 H -3.739 0.883 -5.435
79 C 8.592 -1.600 8.855
80 N 7.703 -0.452 8.528
81 O 7.979 0.209 7.549
82 O 6.761 -0.260 9.264
83 H 9.379 -1.645 8.112
84 H 8.994 -1.426 9.849
85 H 7.982 -2.498 8.837
86 C 5.056 -2.094 4.392
87 N 3.730 -2.665 4.033
88 O 3.707 -3.755 3.501
89 O 2.757 -1.991 4.295
90 H 5.827 -2.796 4.098
91 H 5.161 -1.155 3.858
92 H 5.061 -1.934 5.466
93 C -7.736 -3.985 -7.320
94 N -8.884 -3.563 -6.473
95 O -9.967 -3.449 -6.993
96 O -8.648 -3.355 -5.295
97 H -8.094 -4.130 -8.332
98 H -6.991 -3.196 -7.275
99 H -7.346 -4.909 -6.903
100 C -8.644 -4.603 -2.063
101 N -8.118 -3.579 -1.121
102 O -7.716 -3.950 -0.043
103 O -8.124 -2.425 -1.506
104 H -8.574 -5.572 -1.586
105 H -9.675 -4.344 -2.283
106 H -8.037 -4.559 -2.963
107 C 1.296 4.757 -9.066
108 N 1.820 4.960 -7.688
109 O 2.931 4.552 -7.435
110 O 1.085 5.523 -6.902
111 H 2.054 4.245 -9.647
112 H 0.392 4.161 -8.985
113 H 1.078 5.737 -9.478

For the lowest unoccupied orbital energy, the calculation gives -0.43 eV. For the highest occupied orbital energy, the calculation gives -8.48 eV.

=====

(4)
Below is CH2ClIN2O as an isolated structure at a distorted geometry, with properties calculated with ωB97M-V/def2-TZVPD.

Cartesian coordinates (Å):
1 C -0.581 -0.335 0.264
2 N -0.918 0.765 -0.362
3 N 1.216 -0.842 -0.384
4 O -1.203 -1.096 0.856
5 Cl -2.311 1.718 -0.014
6 I 2.557 0.315 0.710
7 H -0.251 1.304 -0.889
8 H 1.491 -1.830 -0.181

For the lowest unoccupied orbital energy, the calculation gives -0.74 eV. The value obtained for the energy above the lowest of the compared OMol25 structures with the same formula, charge and spin is 28.6 kcal per mole. For the highest occupied orbital energy, the calculation gives -8.77 eV.

=====

(5)
Below is a 3-piece molecular cluster, C3H11NO3 overall, with properties calculated with ωB97M-V/def2-TZVPD.

Cartesian coordinates (Å):
1 C 0.526 2.069 -0.194
2 N -0.821 2.439 0.292
3 C -1.241 1.656 1.464
4 C -1.675 0.260 1.069
5 O -1.557 -0.671 1.821
6 H 0.907 1.210 0.354
7 H 1.222 2.908 -0.097
8 H 0.475 1.810 -1.259
9 H -0.763 3.396 0.606
10 H -0.457 1.493 2.217
11 H -2.085 2.187 1.907
12 H -2.068 0.088 0.058
13 O 5.424 -3.159 0.506
14 H 5.480 -3.333 1.455
15 H 5.665 -2.233 0.374
16 O -2.931 -3.008 -3.414
17 H -3.761 -3.342 -3.764
18 H -2.340 -3.771 -3.393

Its SMILES is CNCC=O.O.O. For the lowest unoccupied orbital energy, the calculation gives 0.88 eV. The value obtained for the energy above the lowest of the compared OMol25 structures with the same formula, charge and spin is 49.6 kcal per mole. For the highest occupied orbital energy, the calculation gives -9.36 eV.

=====

(6)
Below is one molecule with the formula C24H22N2O5S, with properties calculated with ωB97M-V/def2-TZVPD.

Cartesian coordinates (Å):
1 C -9.461 -3.081 -0.622
2 O -9.883 -1.854 -0.076
3 C -8.967 -0.862 0.071
4 C -9.447 0.343 0.590
5 C -8.596 1.415 0.764
6 C -7.251 1.307 0.449
7 C -6.759 0.109 -0.056
8 C -5.336 -0.081 -0.446
9 O -5.025 -0.868 -1.327
10 C -4.340 0.692 0.291
11 C -3.048 0.634 -0.079
12 N -2.039 1.288 0.552
13 C -0.702 1.312 0.226
14 C -0.176 0.647 -0.888
15 C 1.176 0.718 -1.160
16 C 2.010 1.446 -0.332
17 S 3.753 1.526 -0.677
18 O 4.297 2.746 -0.170
19 O 4.008 1.182 -2.044
20 N 4.281 0.254 0.324
21 C 5.592 -0.204 0.263
22 C 6.622 0.665 -0.093
23 C 7.927 0.220 -0.124
24 C 8.242 -1.099 0.207
25 C 9.618 -1.645 0.195
26 C 10.723 -0.717 -0.251
27 O 9.850 -2.788 0.528
28 C 7.202 -1.958 0.569
29 C 5.896 -1.525 0.593
30 C 1.511 2.114 0.772
31 C 0.162 2.047 1.050
32 C -7.622 -0.967 -0.256
33 H -10.352 -3.707 -0.662
34 H -8.708 -3.563 0.008
35 H -9.061 -2.954 -1.633
36 H -10.494 0.414 0.838
37 H -8.984 2.346 1.150
38 H -6.605 2.163 0.565
39 H -4.657 1.274 1.142
40 H -2.790 0.028 -0.935
41 H -2.302 1.833 1.363
42 H -0.817 0.083 -1.544
43 H 1.600 0.228 -2.022
44 H 3.594 -0.481 0.408
45 H 6.381 1.684 -0.347
46 H 8.701 0.914 -0.409
47 H 10.529 -0.361 -1.260
48 H 10.784 0.140 0.416
49 H 11.668 -1.253 -0.233
50 H 7.449 -2.978 0.823
51 H 5.100 -2.204 0.867
52 H 2.190 2.684 1.385
53 H -0.239 2.568 1.907
54 H -7.202 -1.870 -0.671

Its SMILES is COc1cccc(C(=O)/C=C/Nc2ccc(S(=O)(=O)Nc3ccc(C(C)=O)cc3)cc2)c1. For the lowest unoccupied orbital energy, the calculation gives -0.41 eV. The value obtained for the energy above the lowest of the compared OMol25 structures with the same formula, charge and spin is 10.3 kcal per mole. For the highest occupied orbital energy, the calculation gives -8.67 eV.

=====

(7)
Below is a 2-piece molecular cluster, C5H6O overall at a distorted geometry, with properties calculated with ωB97M-V/def2-TZVPD.

Cartesian coordinates (Å):
1 C -0.515 0.880 -2.006
2 C -0.897 -0.003 -1.110
3 C -0.564 -1.138 -0.454
4 O -0.717 -2.310 -0.369
5 H -1.108 1.764 -2.206
6 H 0.455 0.839 -2.494
7 C -0.049 -0.325 1.404
8 C 1.183 0.202 1.412
9 H -0.880 0.342 0.909
10 H -0.331 -1.076 2.131
11 H 1.458 0.991 0.724
12 H 1.966 -0.167 2.059

Its SMILES is C=C=C=O.C=C. For the lowest unoccupied orbital energy, the calculation gives -0.58 eV. The value obtained for the energy above the lowest of the compared OMol25 structures with the same formula, charge and spin is 102.0 kcal per mole. For the highest occupied orbital energy, the calculation gives -8.46 eV.

=====

(8)
Below is a 3-piece molecular cluster, C5H11N3 overall at a distorted geometry, with properties calculated with ωB97M-V/def2-TZVPD.

Cartesian coordinates (Å):
1 C 0.909 0.523 0.010
2 C -0.152 -2.404 -0.247
3 N 0.532 -1.450 -1.080
4 C -0.401 0.629 0.138
5 N -0.054 -1.415 -2.322
6 C 0.838 2.535 1.409
7 C -1.691 0.637 0.197
8 N 1.206 2.203 2.547
9 H -1.073 -1.298 -2.330
10 H 0.393 -0.729 -2.916
11 H 1.395 2.958 3.223
12 H 1.508 0.065 0.785
13 H 1.421 0.951 -0.840
14 H 0.673 3.562 1.028
15 H 0.042 -3.429 -0.595
16 H -1.253 -2.278 -0.231
17 H 0.213 -2.311 0.776
18 H -2.245 1.440 0.671
19 H -2.259 -0.191 -0.225

For the lowest unoccupied orbital energy (spin up / spin down), the calculation gives 0.90 / 0.90 eV. The value obtained for the energy above the lowest of the compared OMol25 structures with the same formula, charge and spin is 184.0 kcal per mole. For the highest occupied orbital energy (spin up / spin down), the calculation gives -6.74 / -7.14 eV.